(1)
ORCA calculation (the ωB97M-V functional and the def2-TZVPD basis) on C44H45N2O3Si2TeTl as an isolated structure.

Last column: Löwdin spin population.
Positions of all 98 atoms, in Å:
Tl -0.453 -0.614 0.506  0.000
C 0.185 7.365 1.089  0.000
C 0.459 5.898 0.889  0.048
C 1.665 5.347 1.271  0.164
C 1.974 3.975 1.051  -0.009
C 3.258 3.518 1.157  0.143
O 3.515 2.154 1.067  0.043
C 4.500 4.300 1.233  0.012
C 5.633 3.698 1.799  0.027
C 6.851 4.356 1.845  -0.002
C 6.983 5.631 1.309  0.033
C 5.878 6.229 0.718  -0.001
C 4.655 5.578 0.680  0.029
C 0.800 2.984 0.831  0.004
O 1.193 1.825 -0.001  0.003
C -0.417 3.681 0.212  0.091
C -0.507 5.082 0.308  0.163
C -1.607 2.978 -0.145  0.055
N -1.765 1.676 -0.170  0.129
C -3.092 1.116 -0.352  0.013
C -3.427 0.723 -1.787  0.008
Te -1.815 -0.267 -2.796  0.003
C -1.188 1.543 -3.676  0.001
C -0.166 2.296 -3.105  0.002
C 0.184 3.520 -3.664  0.001
C -0.480 3.996 -4.784  0.000
C -1.502 3.247 -5.355  0.000
C -1.852 2.023 -4.803  0.000
C -2.809 3.833 -0.468  0.001
C -3.079 4.196 -1.783  0.001
C -4.208 4.946 -2.089  0.000
C -5.081 5.337 -1.085  0.000
C -4.816 4.978 0.232  0.000
C -3.686 4.235 0.536  0.000
H 1.107 7.913 1.292  0.001
H -0.494 7.542 1.929  0.000
H -0.279 7.805 0.203  0.000
H 2.419 5.977 1.722  0.010
H 5.544 2.695 2.196  0.001
H 7.705 3.865 2.295  -0.001
H 7.936 6.143 1.338  0.002
H 5.969 7.210 0.268  -0.001
H 3.819 6.047 0.182  0.003
H -1.409 5.568 -0.037  0.008
H -3.892 1.773 0.004  0.001
H -3.147 0.209 0.263  0.002
H -3.640 1.597 -2.402  0.000
H -4.290 0.057 -1.822  0.001
H 0.318 1.953 -2.197  0.001
H 0.966 4.112 -3.206  0.000
H -0.207 4.955 -5.209  0.000
H -2.027 3.616 -6.228  0.000
H -2.649 1.437 -5.245  0.000
H -2.389 3.898 -2.567  0.000
H -4.401 5.226 -3.118  0.000
H -5.960 5.924 -1.323  0.000
H -5.490 5.282 1.023  0.000
H -3.468 3.963 1.563  0.000
C 0.431 2.444 2.215  0.001
Si 2.802 1.598 -0.342  0.004
C 3.224 2.741 -1.764  0.000
C 3.789 0.026 -0.653  0.002
C 5.152 0.384 -0.695  0.000
C 6.142 -0.546 -0.953  0.000
C 5.789 -1.871 -1.175  0.000
C 4.456 -2.232 -1.132  0.000
C 3.432 -1.308 -0.876  0.000
Si 1.640 -1.953 -0.770  0.000
C 1.842 -3.295 0.584  0.000
C 1.424 -2.981 -2.366  0.000
H 1.301 1.976 2.673  0.001
H -0.387 1.725 2.141  -0.001
H 0.109 3.280 2.839  0.001
H 4.252 3.102 -1.671  0.000
H 2.564 3.608 -1.762  0.000
H 3.135 2.226 -2.723  0.000
H 5.449 1.412 -0.514  0.000
H 7.181 -0.239 -0.980  0.000
H 6.552 -2.616 -1.371  0.000
H 4.194 -3.274 -1.292  0.000
H 2.423 -4.153 0.227  0.000
H 0.878 -3.668 0.944  0.000
H 2.359 -2.873 1.450  0.000
H 2.177 -3.773 -2.436  0.000
H 1.509 -2.349 -3.254  0.000
H 0.438 -3.455 -2.395  0.000
O 0.353 -1.470 3.268  0.000
N 0.851 -0.786 4.222  0.000
C 2.085 -0.231 4.087  0.000
C 2.632 0.536 5.089  0.000
C 1.929 0.755 6.265  0.000
C 0.673 0.182 6.388  0.000
C 0.151 -0.579 5.366  0.000
H 2.558 -0.439 3.138  0.000
H 3.610 0.966 4.925  0.000
H 2.345 1.360 7.057  0.000
H 0.075 0.324 7.278  0.000
H -0.817 -1.053 5.375  0.000

Values from the calculation:
Relative energy (zero: lowest compared OMol25 entry of this formula, charge and spin): 0.891 eV
Spin multiplicity: 2
Expectation value of S²: 0.804
Highest occupied orbital energy (alpha / beta): -2.352 / -3.234 eV
Total charge: -1

---

(2)
ORCA calculation (the ωB97M-V functional and the def2-TZVPD basis) on a 2-piece molecular cluster, CH2ClNO2 overall at a distorted geometry.

Last column: natural (NBO) charge in e.
Positions of all 7 atoms, in Å:
C -0.880 0.069 0.392  -0.422
N 1.240 -0.305 -0.285  0.558
O 1.998 0.217 0.399  -0.294
O 1.237 -0.878 -1.322  -0.328
Cl -1.279 1.097 -0.810  0.065
H -1.528 -0.858 0.353  0.218
H -0.787 0.658 1.274  0.202

Values from the calculation:
Relative energy (zero: lowest compared OMol25 entry of this formula, charge and spin): 4.901 eV
Highest occupied orbital energy (alpha / beta): -9.277 / -8.951 eV
Total charge: 0

---

(3)
ORCA calculation (the ωB97M-V functional and the def2-TZVPD basis) on a 2-piece molecular cluster, C10H17N2 overall at a distorted geometry.

Last column: natural (NBO) charge in e.
Positions of all 29 atoms, in Å:
C -0.418 1.297 -0.117  -0.117
C -0.791 1.244 -1.454  -0.071
C -0.094 1.714 -2.559  -0.144
C 1.187 2.259 -2.606  -0.127
C 1.995 2.648 -1.541  -0.133
C 1.709 2.607 -0.181  -0.117
C 0.651 1.977 0.464  -0.145
H -1.128 0.847 0.579  0.269
H -1.768 0.793 -1.658  0.241
H -0.603 1.603 -3.523  0.247
H 1.590 2.451 -3.608  0.249
H 2.958 3.097 -1.815  0.249
H 2.435 3.101 0.476  0.247
H 0.652 2.040 1.557  0.245
C 0.899 -1.542 0.146  -0.425
N -0.377 -1.208 0.778  -0.302
C -0.326 -0.856 2.195  -0.421
N -1.468 -1.953 0.378  -0.491
C -2.007 -3.011 1.218  -0.429
H 1.682 -1.578 0.916  0.205
H 0.831 -2.512 -0.370  0.215
H 1.183 -0.774 -0.591  0.172
H 0.477 -1.414 2.701  0.205
H -0.093 0.210 2.279  0.175
H -1.293 -1.024 2.673  0.228
H -1.429 -2.172 -0.613  0.368
H -3.087 -3.091 1.035  0.216
H -1.539 -3.977 0.973  0.185
H -1.829 -2.773 2.269  0.204

Values from the calculation:
Relative energy (zero: lowest compared OMol25 entry of this formula, charge and spin): 2.540 eV
Highest occupied orbital energy: -10.389 eV
Total charge: +1

---

(4)
ORCA calculation (the ωB97M-V functional and the def2-TZVPD basis) on a single C4H10O molecule at a distorted geometry.

Last column: natural (NBO) charge in e.
Positions of all 15 atoms, in Å:
C -0.259 -2.018 0.466  -0.604
C -0.615 -0.587 0.029  -0.414
C 0.441 0.532 0.063  0.097
C 0.096 1.683 -0.955  -0.628
O 0.506 0.945 1.422  -0.728
H 0.068 -2.083 1.509  0.211
H 0.525 -2.448 -0.167  0.199
H -1.142 -2.668 0.367  0.209
H -0.991 -0.625 -0.996  0.197
H -1.442 -0.229 0.661  0.212
H 1.397 0.317 -0.386  0.157
H 0.133 1.332 -2.006  0.207
H -0.904 2.049 -0.748  0.205
H 0.805 2.528 -0.909  0.207
H 1.382 1.274 1.650  0.473

Values from the calculation:
Relative energy (zero: lowest compared OMol25 entry of this formula, charge and spin): 0.534 eV
Highest occupied orbital energy: -10.055 eV
Total charge: 0
SMILES string: CC[C@@H](C)O